No. 1
{
  "formula": "C24H44B8F32N8Zn2",
  "method": "ωB97M-V/def2-TZVPD",
  "e_tot_ev": -226760.9391,
  "multiplicity": 1,
  "lumo_ha": -0.1495,
  "species": ["Zn", "Zn", "C", "C", "N", "C", "C", "N", "C", "C", "H", "H", "H", "H", "H", "H", "H", "H", "H", "H", "H", "C", "C", "N", "C", "C", "N", "C", "C", "H", "H", "H", "H", "H", "H", "H", "H", "H", "H", "H", "C", "C", "N", "C", "C", "N", "C", "C", "H", "H", "H", "H", "H", "H", "H", "H", "H", "H", "H", "C", "C", "N", "C", "C", "N", "C", "C", "H", "H", "H", "H", "H", "H", "H", "H", "H", "H", "H", "B", "F", "F", "F", "F", "B", "F", "F", "F", "F", "B", "F", "F", "F", "F", "B", "F", "F", "F", "F", "B", "F", "F", "F", "F", "B", "F", "F", "F", "F", "B", "F", "F", "F", "F", "B", "F", "F", "F", "F"],
  "coordinates": [[-0.5350, 1.3423, 3.3012], [2.6134, -4.5580, 1.3809], [-7.2939, 0.6488, -2.2809], [-7.2730, -0.0188, -0.8730], [-6.2325, -1.0429, -0.9456], [-4.9000, -0.8769, -1.1116], [-4.3227, -2.1507, -1.1202], [-5.3113, -3.0939, -1.0326], [-6.4539, -2.4106, -0.8217], [-5.1410, -4.4999, -1.1688], [-7.9162, 1.5437, -2.2731], [-7.8086, 0.1149, -3.0798], [-6.3275, 0.9471, -2.6873], [-8.2618, -0.4315, -0.6729], [-6.9631, 0.5704, -0.0100], [-4.4599, 0.0840, -1.3335], [-3.3044, -2.5038, -1.1892], [-7.4165, -2.7626, -0.4812], [-4.2546, -4.5920, -1.7965], [-6.0116, -4.8077, -1.7480], [-4.9707, -4.9441, -0.1881], [0.4834, 4.2140, -2.6196], [-0.6676, 4.7421, -3.3430], [-1.0171, 5.9707, -2.8344], [-1.5554, 6.9801, -3.6781], [-1.8162, 8.1134, -2.9219], [-1.4990, 7.8196, -1.6181], [-0.9899, 6.5351, -1.5989], [-1.7599, 8.6427, -0.4497], [0.1862, 4.0121, -1.5905], [1.3228, 4.9091, -2.6020], [0.7804, 3.2227, -2.9621], [-1.5865, 4.2077, -3.1021], [-0.4797, 4.7925, -4.4155], [-1.6647, 6.6849, -4.7112], [-2.3166, 9.0356, -3.1780], [-0.7341, 5.9508, -0.7274], [-0.9905, 8.6697, 0.3220], [-2.5486, 8.1994, 0.1583], [-2.0047, 9.6511, -0.7833], [-1.3148, -1.4974, -5.3917], [-2.4973, -2.2720, -5.8263], [-2.1402, -3.5004, -6.4356], [-1.3453, -3.6417, -7.5386], [-1.1643, -4.9484, -7.8143], [-1.9693, -5.6431, -6.9411], [-2.5975, -4.7191, -6.1282], [-2.0334, -7.0601, -6.7424], [-1.6965, -0.6756, -4.7858], [-0.8519, -1.1135, -6.3008], [-0.6173, -2.0740, -4.7842], [-3.0860, -1.7289, -6.5655], [-3.1702, -2.4862, -4.9960], [-0.8706, -2.8022, -8.0246], [-0.6285, -5.5038, -8.5699], [-3.3315, -4.8900, -5.3546], [-2.3096, -7.2845, -5.7121], [-1.0842, -7.5041, -7.0426], [-2.8354, -7.5418, -7.3018], [8.5217, -0.1141, 5.4291], [7.5668, 0.0351, 4.2593], [7.4305, 1.3822, 3.7851], [6.3128, 1.8713, 3.1437], [6.5512, 3.1881, 2.8055], [7.7266, 3.5636, 3.4218], [8.2692, 2.4634, 3.9886], [8.2899, 4.8731, 3.4061], [9.5688, 0.0256, 5.1607], [8.5277, -1.0784, 5.9374], [8.2999, 0.6901, 6.1306], [6.5877, -0.3641, 4.5240], [7.8712, -0.5287, 3.3775], [5.4996, 1.2059, 2.8941], [5.9618, 3.9617, 2.3360], [9.2221, 2.3708, 4.4885], [7.5985, 5.6573, 3.0978], [9.2562, 4.8501, 2.9023], [8.6200, 5.1184, 4.4156], [2.4219, -0.7876, 5.8935], [1.5526, -0.2714, 5.0403], [3.4788, 0.0385, 6.1146], [1.7901, -0.6581, 7.0763], [2.6952, -2.1392, 5.6682], [0.5621, -0.6511, 0.9557], [1.4318, -1.6969, 1.0627], [1.1195, 0.4713, 1.3876], [0.0703, -0.6112, -0.3530], [-0.5519, -0.8699, 1.7497], [-0.3196, -5.4743, 3.3477], [0.6289, -4.5470, 3.3907], [0.1419, -6.2689, 2.4061], [-0.5306, -5.9716, 4.6144], [-1.4781, -4.8778, 2.9596], [0.5249, -5.3292, -2.4969], [-0.5635, -4.5456, -2.7893], [0.9269, -5.1051, -1.2015], [0.1509, -6.6579, -2.6799], [1.5113, -5.1705, -3.4556], [-2.6932, 3.3131, 1.6521], [-2.9441, 2.1637, 2.2969], [-3.1891, 4.3331, 2.4227], [-1.2780, 3.3312, 1.6515], [-3.2833, 3.3001, 0.4132], [0.6788, 3.6246, 5.6932], [1.2721, 2.9282, 6.6579], [0.6736, 4.9865, 6.0533], [1.3094, 3.2768, 4.5120], [-0.5515, 3.0770, 5.4410], [-2.7542, -1.5889, 6.0928], [-3.1738, -1.5269, 7.3893], [-2.3706, -0.4691, 5.3649], [-1.7503, -2.5013, 6.0654], [-3.7020, -2.2869, 5.3760], [5.5408, -3.1944, 0.7773], [4.9458, -3.2228, 1.9957], [6.6492, -3.9056, 0.7282], [4.6166, -3.7753, -0.0643], [5.7043, -1.9356, 0.3296]],
  "forces_ev_per_angstrom": [[0.138, 0.007, 0.659], [-0.488, 1.589, 0.321], [-0.772, 1.082, 0.272], [0.634, 0.334, -1.320], [-0.482, -4.202, 0.782], [1.236, -1.287, -0.408], [0.091, 1.048, -0.525], [-1.303, 3.694, 1.184], [-0.078, 1.778, -0.364], [0.307, -0.358, -0.389], [0.205, 0.321, 0.447], [0.185, -0.922, 0.381], [0.119, -0.086, 0.413], [0.322, -0.386, 0.120], [-0.321, 0.695, -0.416], [0.098, -0.117, 0.415], [0.130, 0.419, -0.106], [0.139, -0.410, -0.375], [0.015, -0.500, 0.187], [0.132, -0.750, 0.454], [-0.248, -0.360, -0.250], [1.105, -1.448, 1.448], [-0.684, -2.380, -0.477], [-1.725, 7.871, 0.932], [0.413, -0.118, 1.152], [-0.226, -1.480, -0.665], [1.401, -2.796, -0.571], [-0.592, -0.133, -0.601], [-0.469, 0.098, 1.070], [0.154, 0.118, 0.235], [0.079, -0.134, -0.203], [0.176, 0.214, -0.305], [0.221, -1.174, -0.693], [-0.307, 0.226, 0.058], [-0.142, 0.647, 0.018], [0.258, -0.083, -0.095], [0.106, 0.384, 0.236], [0.790, 0.036, -0.773], [-0.609, 0.125, -0.544], [-0.019, -0.202, 0.147], [0.379, 0.678, 0.142], [-1.579, 0.518, 0.418], [-0.403, -2.818, -1.293], [1.455, 0.912, -0.518], [-0.852, -0.806, 0.146], [-1.274, 2.427, 1.669], [1.402, -0.654, -0.750], [-0.563, -1.322, 0.056], [0.310, 0.191, -0.086], [0.450, 0.232, 0.333], [-0.010, -0.056, -0.082], [-0.048, 0.250, 0.059], [0.074, -0.175, 0.040], [-0.110, -0.038, 0.186], [0.152, 0.403, 0.068], [0.332, -0.343, 0.014], [0.673, 0.132, 0.115], [-0.095, 0.005, 0.370], [0.056, 0.307, -0.509], [0.629, 0.725, 0.060], [0.301, -1.894, -0.050], [0.143, 4.144, 0.372], [0.532, 0.332, -1.056], [-0.385, -0.422, 1.120], [-0.322, -2.432, -0.106], [-1.122, -1.380, -0.440], [1.587, 0.740, 1.073], [0.086, 0.112, -0.383], [-0.647, 0.079, -0.203], [-0.138, -0.272, 0.408], [-0.176, 0.378, 0.074], [0.194, -0.309, 0.126], [-0.074, 0.166, 0.057], [-0.172, -0.410, -0.012], [-0.159, 0.287, -0.028], [0.102, -0.438, -0.319], [-0.375, 0.279, -0.774], [-0.440, 0.087, 0.259], [-0.158, -1.180, 3.026], [-2.298, 1.581, -4.689], [3.475, 1.008, -1.504], [-1.802, -0.859, 3.304], [0.851, -0.158, -0.882], [-1.705, -2.375, -1.488], [1.399, -1.615, 0.148], [1.237, 3.679, 1.205], [0.215, 0.611, -0.706], [-1.494, 0.563, 1.841], [-3.520, 0.339, 2.486], [5.083, 4.447, 0.003], [1.418, -4.173, -3.380], [0.511, -1.114, 0.279], [-1.700, 0.557, -1.075], [0.089, -1.558, -1.249], [-1.374, 1.387, -0.379], [0.984, 0.431, 1.549], [-0.719, -1.173, 0.505], [1.049, 1.130, -0.282], [-0.257, 1.065, 0.828], [-0.396, -3.500, 1.572], [-0.022, 1.159, -0.095], [1.627, 0.214, -0.514], [0.168, 0.224, -1.382], [0.761, 0.413, 1.013], [1.037, -0.839, 2.003], [-0.301, -0.133, -0.971], [1.593, 0.350, -2.952], [-3.559, -0.825, -0.731], [0.402, -2.807, -0.409], [-0.647, 1.803, 1.315], [0.141, 2.052, -0.249], [3.004, -0.752, 0.276], [-2.894, 0.184, -1.517], [0.217, 1.077, -0.623], [-1.749, -0.459, 2.793], [2.554, -1.514, 0.237], [-3.627, -2.299, -1.447], [0.506, 2.081, -0.267]]
}

=====

No. 2
{
  "formula": "C24H44Cl18O6",
  "method": "ωB97M-V/def2-TZVPD",
  "e_tot_ev": -263291.2880,
  "multiplicity": 1,
  "smiles": "O=C1OCCO1.O=C1OCCO1.ClCCCl.ClCCCl.ClCCCl.ClCCCl.ClCCCl.ClCCCl.ClCCCl.ClCCCl.ClCCCl",
  "lumo_ha": 0.0073,
  "species": ["C", "C", "O", "C", "O", "O", "H", "H", "H", "H", "C", "C", "O", "C", "O", "O", "H", "H", "H", "H", "Cl", "C", "C", "Cl", "H", "H", "H", "H", "Cl", "C", "C", "Cl", "H", "H", "H", "H", "Cl", "C", "C", "Cl", "H", "H", "H", "H", "Cl", "C", "C", "Cl", "H", "H", "H", "H", "Cl", "C", "C", "Cl", "H", "H", "H", "H", "Cl", "C", "C", "Cl", "H", "H", "H", "H", "Cl", "C", "C", "Cl", "H", "H", "H", "H", "Cl", "C", "C", "Cl", "H", "H", "H", "H", "Cl", "C", "C", "Cl", "H", "H", "H", "H"],
  "coordinates": [[-22.4459, -0.6318, -3.6658], [-22.2874, -1.9840, -4.2980], [-21.2104, -2.5761, -3.5385], [-21.0467, -1.8911, -2.3719], [-20.3043, -2.2065, -1.4610], [-21.7387, -0.7231, -2.4092], [-23.5134, -0.4442, -3.5498], [-21.9598, 0.1716, -4.2193], [-21.8292, -1.8891, -5.2825], [-23.1852, -2.6014, -4.2711], [-17.9036, -1.3388, 2.3915], [-18.3303, -1.6521, 1.0047], [-18.3439, -0.4267, 0.3206], [-17.7505, 0.4911, 1.0164], [-17.4673, 1.6345, 0.6020], [-17.6074, 0.0463, 2.2942], [-16.9843, -1.8145, 2.7329], [-18.6860, -1.5361, 3.1244], [-19.3147, -2.1089, 0.9026], [-17.6041, -2.4098, 0.7104], [-21.2838, -4.4937, 0.9415], [-21.7505, -3.9051, 2.5404], [-21.9013, -4.9971, 3.5964], [-23.2086, -6.1175, 3.2211], [-22.6897, -3.3558, 2.4746], [-21.0007, -3.2044, 2.9075], [-22.0086, -4.5375, 4.5789], [-20.9508, -5.5222, 3.5011], [-19.7861, 5.4755, 4.4334], [-20.1515, 4.6718, 2.8425], [-19.4618, 3.2963, 2.6765], [-19.8322, 2.1450, 3.9153], [-19.7995, 5.4712, 2.1905], [-21.2224, 4.5966, 2.6537], [-18.3876, 3.4111, 2.5317], [-19.7362, 2.8766, 1.7087], [-14.2400, 1.9725, -1.5990], [-14.8933, 3.4737, -0.7799], [-13.8493, 4.5575, -0.5277], [-13.1246, 5.2009, -2.0762], [-15.3177, 3.0946, 0.1497], [-15.7781, 3.8518, -1.2920], [-12.9691, 4.2593, 0.0418], [-14.3199, 5.2782, 0.1411], [-22.1724, -0.0999, 2.0890], [-22.6542, -0.9487, 0.5799], [-24.1507, -1.2646, 0.5991], [-24.6984, -2.1316, -0.8767], [-21.9697, -1.7860, 0.4439], [-22.4600, -0.2487, -0.2328], [-24.7129, -0.3340, 0.6762], [-24.5618, -1.8406, 1.4282], [-12.0363, -1.9629, -2.0231], [-12.9779, -1.2338, -0.6782], [-14.5201, -1.4831, -0.6817], [-15.2395, -1.2971, -2.2830], [-12.7970, -0.1713, -0.5156], [-12.5529, -1.6001, 0.2564], [-15.1493, -0.9413, 0.0245], [-14.5971, -2.5571, -0.5120], [-16.0620, -1.0959, 6.2969], [-17.5545, -0.1272, 6.3034], [-17.2513, 1.3315, 6.6616], [-16.9492, 1.5912, 8.4212], [-18.2501, -0.5442, 7.0317], [-18.0266, -0.1470, 5.3211], [-18.1287, 1.9505, 6.4744], [-16.3050, 1.5145, 6.1526], [-12.3435, -2.4874, 6.4074], [-12.7408, -2.0268, 4.7243], [-13.9342, -2.8309, 4.2857], [-14.3299, -2.5665, 2.6133], [-11.9180, -2.3630, 4.0932], [-12.7106, -0.9399, 4.8008], [-14.8868, -2.4777, 4.6806], [-13.8047, -3.8908, 4.5048], [-19.2689, 0.8853, -4.6058], [-18.7346, 1.3133, -2.9773], [-17.2223, 1.6588, -2.9888], [-17.0185, 3.3350, -3.6240], [-18.9113, 0.4632, -2.3183], [-19.3661, 2.1006, -2.5658], [-16.6493, 0.9445, -3.5800], [-16.7113, 1.6441, -2.0261], [-20.4171, -2.7051, 5.8071], [-19.0158, -3.5280, 6.5256], [-18.5688, -4.7225, 5.7051], [-17.9380, -4.2299, 4.0670], [-19.2185, -3.8462, 7.5482], [-18.3215, -2.7397, 6.8166], [-19.3381, -5.4741, 5.5277], [-17.8260, -5.1995, 6.3444]],
  "forces_ev_per_angstrom": [[-0.182, 0.626, 0.124], [1.625, -0.227, -0.440], [-0.353, -0.029, 1.349], [1.308, -0.108, 0.385], [-1.435, 0.406, -1.576], [-0.423, -0.663, -0.121], [0.181, 0.387, 0.558], [-0.175, -0.100, -0.082], [-0.706, -0.168, -0.266], [0.217, -0.074, 0.006], [-0.129, 0.614, 1.291], [-0.625, -2.356, -0.014], [0.118, -0.732, -2.016], [0.565, 3.546, 0.639], [-0.635, -3.328, 1.425], [0.738, 1.715, -0.025], [-0.152, -0.238, -0.215], [-0.021, 0.378, 0.174], [0.044, 0.147, 0.066], [0.056, 0.385, -1.412], [0.039, -0.034, 0.019], [-0.802, 0.442, 0.950], [1.127, 0.399, -1.087], [-0.226, -0.087, 0.152], [0.016, 0.018, -0.339], [0.158, -0.055, -0.167], [-0.198, -0.253, -0.130], [-0.114, -0.446, 0.584], [-0.370, -0.587, -0.210], [0.309, 0.083, 0.244], [0.446, 1.677, -1.518], [-0.228, -0.482, 0.686], [0.302, -0.714, -0.550], [-0.030, -0.050, 0.628], [0.079, 0.007, 0.684], [-0.501, -0.030, 0.068], [-0.158, 1.021, 0.291], [0.255, -0.433, 0.402], [0.304, -0.635, -0.137], [-0.742, 0.032, 0.876], [0.388, 0.074, 0.260], [0.439, -0.053, -0.626], [-0.187, -0.606, -0.170], [-0.109, 0.688, -0.722], [-0.102, -0.155, -0.026], [-0.202, 0.119, -0.292], [-0.374, 0.253, 0.403], [0.326, 0.215, 0.037], [-0.378, -0.149, 0.104], [-0.027, -0.112, 0.139], [0.119, 0.106, -0.399], [0.733, -0.295, 0.087], [-0.662, 0.467, 0.598], [-0.633, 0.983, 1.255], [1.288, -1.635, -0.603], [-0.276, 0.338, -0.449], [0.212, 0.166, -1.123], [-0.226, -0.711, -0.104], [0.660, 0.265, 0.101], [-0.390, 0.032, 0.338], [-0.184, -0.030, 0.086], [-0.591, 0.762, 0.621], [0.136, -1.008, 0.396], [0.083, -0.300, -0.213], [0.100, -0.146, -0.062], [0.239, -0.122, -0.085], [0.476, 0.113, -0.596], [-0.419, 0.963, -0.111], [0.038, -0.285, 0.234], [1.079, -0.489, 0.238], [-1.369, 0.758, 0.987], [0.317, -0.040, -1.823], [0.228, 0.230, 0.146], [-0.864, -0.143, -0.706], [0.514, -0.336, 0.936], [0.129, 0.149, -0.184], [-0.272, -0.026, -0.308], [1.135, -0.168, 1.085], [-0.710, 0.123, 0.084], [0.116, -0.339, -0.141], [0.178, -0.253, -0.191], [0.257, 0.241, -0.365], [-0.232, 0.279, -0.382], [-0.752, 0.038, 0.191], [-0.150, 0.160, 0.152], [-0.275, 0.082, 0.655], [0.421, 0.645, 0.289], [-0.066, -0.425, 0.895], [-0.894, -0.581, -0.138], [0.685, -0.218, -1.174], [-0.197, 0.421, 0.028], [0.563, -0.099, -0.645]]
}

=====

F_max in eV Å⁻¹, matching the order above: 8.1 3.7
HOMO energy in hartree, matching the order above: -0.2485 -0.3792
Gap between HOMO and LUMO in eV, matching the order above: 2.69 10.52